# 1
61
Properties=species:S:1:pos:R:3:mulliken_charge:R:1 method="wB97M-V/def2-TZVPD" gap_ha=0.244 e_lumo_ev=-0.71 charge=0
P -2.46 -1.70 -2.36 1.83
P 0.38 -3.17 -1.87 1.58
C -1.97 -3.08 -3.50 -1.39
C -0.93 -4.03 -2.89 -1.33
H -1.61 -2.62 -4.43 0.42
H -2.91 -3.61 -3.71 0.59
H -1.41 -4.78 -2.24 0.44
H -0.39 -4.56 -3.69 0.54
C 1.44 -2.69 -3.29 -1.52
H 2.39 -2.29 -2.91 0.36
H 0.95 -1.94 -3.91 0.30
H 1.62 -3.61 -3.87 0.54
C 1.34 -4.60 -1.26 -1.38
H 1.69 -5.19 -2.13 0.40
H 0.71 -5.22 -0.61 0.39
H 2.21 -4.23 -0.69 0.35
C -3.59 -0.70 -3.38 -1.43
H -3.99 0.12 -2.76 0.36
H -4.41 -1.36 -3.71 0.44
H -3.05 -0.29 -4.24 0.38
C -3.68 -2.64 -1.39 -1.69
H -3.20 -3.42 -0.78 0.34
H -4.35 -3.11 -2.12 0.54
H -4.25 -1.97 -0.74 0.36
Sr 1.28 1.85 3.61 1.43
C 1.32 -1.15 0.26 -0.52
C 1.51 -0.41 -0.85 -0.25
C 0.53 0.03 -1.88 0.03
C -0.24 1.35 -1.64 -0.88
C -1.32 1.26 -0.63 -0.69
C -1.82 0.20 0.04 -0.18
C -1.23 -1.15 0.23 -0.05
C 0.07 -1.38 1.05 -0.54
C -0.40 3.77 3.32 -1.62
H 2.26 -1.48 0.76 0.43
H 2.54 -0.09 -1.07 0.40
H -0.21 -0.75 -2.10 -0.79
H 1.10 0.17 -2.82 0.54
H 0.45 2.15 -1.35 0.45
H -0.66 1.68 -2.61 0.43
H -1.79 2.23 -0.41 0.44
H -2.67 0.39 0.71 0.36
H -0.99 -1.61 -0.75 -1.43
H -2.01 -1.80 0.66 0.48
H 0.02 -0.81 2.02 -0.02
H 0.07 -2.45 1.37 0.40
H -0.68 4.17 4.32 0.38
H -1.31 3.34 2.83 0.34
H -0.04 4.62 2.72 0.27
F 2.04 6.35 6.67 -0.29
C 2.55 5.60 5.66 0.54
C 3.07 4.33 5.91 0.04
F 3.12 3.87 7.19 -0.28
C 3.32 3.50 4.83 0.65
F 3.22 2.09 5.08 -0.38
C 3.22 3.88 3.47 -0.69
S 3.41 2.76 2.17 -0.23
C 2.80 5.23 3.28 0.12
F 2.57 5.64 2.01 -0.34
C 2.44 6.05 4.34 0.36
F 1.92 7.27 4.10 -0.29

=====

# 2
18
Properties=species:S:1:pos:R:3:mulliken_charge:R:1 method="wB97M-V/def2-TZVPD" smiles="CS(=O)(=O)c1ccccc1" gap_ha=0.390 e_lumo_ev=0.55 charge=0
C 1.96 0.00 1.55 -0.95
C -0.31 0.00 -0.09 0.27
C -0.99 1.21 -0.05 -0.40
C -2.37 1.20 0.04 -0.42
C -3.08 0.01 0.09 -0.44
C -2.38 -1.20 0.04 -0.41
C -0.99 -1.21 -0.05 -0.47
H 1.58 0.88 2.01 0.37
H 3.06 0.00 1.58 0.33
H 1.56 -0.91 2.02 0.35
H -0.40 2.18 -0.11 0.31
H -2.90 2.14 0.07 0.38
H -4.16 0.02 0.13 0.38
H -2.93 -2.15 0.07 0.34
H -0.45 -2.13 -0.14 0.45
O 1.88 1.26 -0.75 -0.65
O 1.88 -1.27 -0.75 -0.66
S 1.47 0.00 -0.17 1.24

=====

# 3
88
Properties=species:S:1:pos:R:3:mulliken_charge:R:1 method="wB97M-V/def2-TZVPD" gap_ha=0.267 e_lumo_ev=4.27 charge=-2
Zr 0.37 -0.08 0.73 0.28
F -4.82 -4.33 -0.06 -0.32
C -4.08 -3.28 -0.51 0.70
F -3.32 -3.75 -1.49 -0.22
F -4.98 -2.44 -1.08 -0.27
C -3.33 -2.63 0.61 -0.13
C -3.84 -2.76 1.89 -0.33
C -3.21 -2.16 2.97 -1.35
C -2.07 -1.43 2.71 -0.64
N -1.61 -1.26 1.48 0.71
C -2.19 -1.83 0.40 0.61
S -1.39 -1.43 -1.06 -0.42
H -4.72 -3.37 2.05 0.44
H -3.57 -2.29 3.98 0.42
H -1.48 -0.96 3.49 0.53
C 2.37 -3.35 -0.75 -1.48
C 1.73 -2.11 -0.17 0.90
N 1.68 -0.97 -0.69 -0.56
H 3.13 -3.06 -1.47 0.31
H 1.58 -3.91 -1.26 0.27
H 2.79 -3.98 0.03 0.36
F 3.43 -0.06 1.66 -0.17
C 3.96 0.87 0.86 -0.05
F 4.20 0.33 -0.33 -0.25
F 5.17 1.20 1.37 -0.31
C 2.95 2.07 0.78 0.76
O 1.70 1.64 0.52 2.08
C 3.39 3.06 -0.35 0.12
F 3.49 2.47 -1.54 -0.22
F 4.60 3.62 -0.09 -0.30
F 2.52 4.06 -0.49 -0.20
C 2.99 2.85 2.15 0.34
F 2.46 2.09 3.11 -0.18
F 2.29 3.99 2.09 -0.24
F 4.23 3.20 2.56 -0.27
C 0.80 -0.02 -5.05 -0.56
C 1.44 0.45 -3.91 -0.80
C 0.69 0.99 -2.87 0.96
C -0.70 1.06 -2.93 0.11
C -1.32 0.57 -4.08 -0.55
C -0.59 0.04 -5.13 -0.67
Si -1.75 1.86 -1.59 -0.28
C -1.69 3.71 -2.07 0.54
C -0.50 4.38 -2.33 -0.16
C -0.48 5.71 -2.71 -0.57
C -1.68 6.41 -2.85 -0.56
C -2.88 5.76 -2.61 -0.66
C -2.88 4.42 -2.23 -0.38
H 1.37 -0.45 -5.86 0.34
H 2.51 0.38 -3.81 0.45
H 1.21 1.31 -1.97 -0.34
H -2.41 0.59 -4.14 0.35
H -1.10 -0.34 -6.01 0.37
H -3.15 1.49 -1.96 -0.44
H 0.45 3.85 -2.23 0.26
H 0.46 6.21 -2.89 0.42
H -1.67 7.45 -3.15 0.35
H -3.82 6.29 -2.71 0.43
H -3.83 3.94 -2.03 0.38
C -1.90 2.13 2.62 -2.02
C -1.76 2.68 1.19 3.20
C -0.67 3.74 1.22 -1.63
C -1.40 1.52 0.21 1.05
C -3.13 3.30 0.86 -0.57
C -3.34 4.68 0.83 -0.46
C -4.59 5.22 0.56 -0.80
C -5.67 4.39 0.31 -0.58
C -5.49 3.02 0.34 -1.05
C -4.24 2.48 0.61 0.29
H -0.97 1.70 2.97 0.26
H -2.67 1.35 2.67 0.35
H -2.20 2.93 3.31 0.54
H 0.28 3.25 1.39 -0.72
H -0.83 4.46 2.03 0.71
H -0.59 4.29 0.29 0.34
H -2.18 0.77 0.36 -0.56
H -2.51 5.35 0.99 0.27
H -4.71 6.30 0.53 0.39
H -6.65 4.81 0.09 0.35
H -6.32 2.35 0.14 0.40
H -4.11 1.41 0.61 0.22
F 0.03 -3.14 3.44 -0.49
Te 1.92 -2.94 2.93 1.38
F 1.68 -4.63 2.15 -0.41
F 0.64 -0.04 2.70 -0.92
F 2.32 -3.98 4.53 -0.49
F 3.73 -3.16 2.15 -0.55
O 0.99 -2.34 1.00 -0.40

=====

Number 1: HOMO level -7.3 eV. Number 2: HOMO level -10.1 eV. Number 3: HOMO level -3.0 eV.